(1)
Here is 3 unconnected molecules or ions with the total composition C15H44BrN6O6P4S from OMol25. Energies are from ωB97M-V/def2-TZVPD.

Gap between HOMO and LUMO, eV: 5.76
Multiplicity: 1
HOMO energy, eV: -9.903
LUMO, eV: -4.14
Net charge: +1
M, g mol⁻¹: 640.42

The geometry in XYZ format:
```
77
C15H44BrN6O6P4S (ωB97M-V/def2-TZVPD)
O 3.16 -0.49 2.76
C 3.45 -0.62 1.60
O 3.46 0.41 0.71
C 2.17 0.85 0.31
C 1.12 -0.24 0.15
S 0.09 -0.46 1.65
P -0.90 -2.38 1.28
O -0.53 -2.79 -0.07
P -1.47 1.05 1.86
O -1.70 1.55 0.34
Br -0.50 2.71 2.99
H 3.71 -1.62 1.23
H 2.30 1.29 -0.68
H 1.83 1.67 0.94
H 1.51 -1.21 -0.16
H 0.44 0.05 -0.66
H -0.39 -3.29 2.23
H -2.29 -2.23 1.50
H -2.09 2.44 0.41
O -6.42 -2.74 -0.07
P -6.52 -4.25 0.04
N -5.03 -4.56 0.85
C -3.74 -4.78 0.26
C -4.94 -4.03 2.20
N -6.59 -4.59 -1.64
C -5.63 -5.37 -2.39
C -7.12 -3.52 -2.50
N -7.09 -5.82 0.38
C -6.36 -6.94 0.95
C -8.35 -6.23 -0.23
H -3.19 -5.54 0.84
H -3.14 -3.86 0.23
H -3.78 -5.18 -0.75
H -5.66 -4.53 2.86
H -5.14 -2.95 2.23
H -3.95 -4.21 2.63
H -4.73 -4.79 -2.63
H -6.07 -5.69 -3.34
H -5.36 -6.29 -1.87
H -6.36 -2.77 -2.73
H -7.96 -3.03 -2.02
H -7.50 -3.94 -3.43
H -5.63 -7.35 0.24
H -7.04 -7.74 1.23
H -5.83 -6.68 1.86
H -8.18 -6.79 -1.15
H -8.97 -5.36 -0.46
H -8.94 -6.85 0.45
O 3.32 4.52 -0.47
P 4.82 4.64 -0.69
N 5.38 4.16 0.86
C 5.60 4.97 2.03
C 5.10 2.77 1.18
N 4.84 6.32 -1.05
C 5.54 7.34 -0.30
C 3.60 6.88 -1.60
N 6.39 4.48 -1.37
C 7.64 4.24 -0.67
C 6.58 4.93 -2.74
H 6.49 4.62 2.57
H 4.75 4.96 2.71
H 5.81 6.01 1.79
H 5.65 2.10 0.50
H 4.04 2.56 1.09
H 5.41 2.52 2.19
H 4.99 7.62 0.61
H 5.65 8.25 -0.91
H 6.55 7.04 -0.04
H 2.88 7.11 -0.81
H 3.14 6.20 -2.30
H 3.82 7.80 -2.15
H 7.96 5.12 -0.11
H 8.43 3.99 -1.38
H 7.59 3.40 0.01
H 6.97 5.95 -2.77
H 5.64 4.91 -3.30
H 7.27 4.28 -3.28
```

These are the Löwdin partial charges, in e, on atoms 1 to 5: O 0.105; C -0.328; O -0.067; C -0.219; C -0.369

***

(2)
Here is 7 unconnected molecules or ions with the total composition C22H59NO7 from OMol25. Energies are from ωB97M-V/def2-TZVPD.

SMILES string: COC[C@H](C)N.CC(C)O.CC(C)O.CC(C)O.CC(C)O.CC(C)O.CC(C)O
Gap between HOMO and LUMO, eV: 9.40
Multiplicity: 1
HOMO energy, eV: -9.054
LUMO, eV: 0.34
Net charge: 0
M, g mol⁻¹: 449.71

The geometry in XYZ format:
```
89
C22H59NO7 (ωB97M-V/def2-TZVPD)
C 9.55 9.62 20.74
O 9.65 8.48 21.55
C 10.98 7.98 21.66
C 11.56 7.45 20.34
C 10.71 6.34 19.79
N 12.94 6.98 20.62
H 9.87 9.42 19.72
H 10.25 10.41 21.09
H 8.55 10.04 20.78
H 11.64 8.67 22.19
H 10.84 7.14 22.35
H 11.57 8.33 19.68
H 9.64 6.51 19.91
H 10.87 5.43 20.37
H 10.97 6.13 18.75
H 13.23 6.28 19.94
H 13.51 7.76 20.30
C 2.19 4.77 16.88
C 2.90 4.22 18.10
C 2.67 5.13 19.32
O 2.44 2.90 18.40
H 2.39 4.10 16.03
H 2.51 5.79 16.67
H 1.12 4.63 17.01
H 3.98 4.16 17.98
H 1.79 4.80 19.88
H 2.58 6.20 19.13
H 3.55 4.99 19.95
H 3.20 2.42 18.73
C 8.07 7.90 16.60
C 7.11 7.57 17.73
C 6.81 6.10 17.94
O 7.57 8.15 18.96
H 8.18 8.98 16.57
H 7.73 7.58 15.61
H 9.03 7.39 16.71
H 6.14 8.02 17.46
H 6.10 5.88 18.74
H 7.75 5.58 18.16
H 6.39 5.68 17.02
H 7.51 9.10 18.74
C 4.70 7.95 21.04
C 5.66 7.40 22.06
C 5.11 6.19 22.82
O 6.89 6.94 21.50
H 4.69 7.33 20.14
H 4.85 8.99 20.73
H 3.70 7.98 21.48
H 5.77 8.24 22.75
H 4.82 5.40 22.13
H 4.20 6.53 23.34
H 5.78 5.79 23.58
H 7.08 7.51 20.73
C 3.81 11.56 18.60
C 4.74 10.45 18.11
C 4.76 10.43 16.60
O 6.03 10.66 18.70
H 4.09 12.53 18.18
H 3.75 11.55 19.69
H 2.82 11.35 18.19
H 4.34 9.47 18.37
H 5.11 11.30 16.04
H 3.73 10.23 16.30
H 5.40 9.63 16.21
H 6.42 11.41 18.23
C 7.69 2.97 15.42
C 8.89 3.74 14.84
C 9.74 2.90 13.92
O 8.45 4.93 14.19
H 7.85 1.95 15.75
H 6.80 3.11 14.80
H 7.43 3.49 16.35
H 9.46 4.04 15.73
H 10.55 3.51 13.50
H 9.12 2.50 13.11
H 10.21 2.05 14.41
H 7.93 5.42 14.84
C 3.93 7.25 13.07
C 4.23 5.86 13.71
C 5.02 5.03 12.73
O 4.98 6.23 14.88
H 3.17 7.15 12.28
H 4.82 7.64 12.59
H 3.45 7.93 13.77
H 3.24 5.49 13.96
H 5.81 5.61 12.26
H 4.40 4.87 11.84
H 5.39 4.04 13.00
H 5.16 7.16 14.91
```

These are the Löwdin partial charges, in e, on atoms 1 to 5: C -0.129; O -0.186; C -0.199; C -0.449; C -0.056

***

(3)
Here is 2 unconnected molecules or ions with the total composition C8H9BrO from OMol25. Energies are from ωB97M-V/def2-TZVPD.

Gap between HOMO and LUMO, eV: 10.46
Multiplicity: 1
HOMO energy, eV: -9.635
LUMO, eV: 0.83
Net charge: 0
Energy above the lowest of the compared OMol25 structures with the same formula, charge and spin, kJ/mol: 339.5
M, g mol⁻¹: 201.06

The geometry in XYZ format:
```
19
C8H9BrO (ωB97M-V/def2-TZVPD)
C 3.10 -1.62 -1.00
C -1.46 1.69 -0.92
C -0.41 0.89 -1.79
C 0.02 -1.64 0.78
C -0.97 -1.05 1.78
C 0.57 1.07 0.72
C -0.48 0.75 -0.31
C -0.27 -0.19 0.80
O 4.11 -2.05 -0.85
Br 2.52 1.14 0.46
H -1.35 2.76 -0.59
H -2.49 1.32 -1.09
H -1.21 0.21 -2.37
H 0.41 1.29 -2.44
H 0.91 -2.18 1.16
H -0.51 -2.29 -0.06
H -2.08 -1.16 1.57
H -0.77 -0.77 2.82
H 0.36 1.83 1.34
```

These are the Löwdin partial charges, in e, on atoms 1 to 5: C -0.094; C -0.076; C -0.056; C -0.100; C -0.079

***

(4)
Here is 2 unconnected molecules or ions with the total composition C3H9O2S from OMol25. Energies are from ωB97M-V/def2-TZVPD.

Gap between HOMO and LUMO, eV: 11.77
Multiplicity: 1
HOMO energy, eV: -15.144
LUMO, eV: -3.37
Net charge: +1
Energy above the lowest of the compared OMol25 structures with the same formula, charge and spin, kJ/mol: 86.6
M, g mol⁻¹: 109.17

The geometry in XYZ format:
```
15
C3H9O2S (ωB97M-V/def2-TZVPD)
C 1.11 0.79 2.21
C 1.30 -1.08 -1.57
C -1.29 -0.95 -0.57
O 0.48 1.82 1.55
O 0.69 -0.33 2.13
S 0.16 0.11 -0.69
H 0.86 2.70 1.47
H 0.55 0.64 0.40
H 2.07 1.10 2.83
H 0.97 -1.17 -2.60
H 1.24 -2.19 -1.27
H 2.22 -0.70 -1.50
H -0.91 -1.88 -0.17
H -1.50 -0.99 -1.63
H -2.07 -0.48 0.00
```

These are the Löwdin partial charges, in e, on atoms 1 to 5: C -0.338; C -0.197; C -0.230; O 0.009; O 0.064

***

(5)
Here is 2 unconnected molecules or ions with the total composition C2H10N2O2 from OMol25. Energies are from ωB97M-V/def2-TZVPD.

SMILES string: NCO.NCO
Gap between HOMO and LUMO, eV: 9.87
Multiplicity: 1
HOMO energy, eV: -9.095
LUMO, eV: 0.77
Net charge: 0
Energy above the lowest of the compared OMol25 structures with the same formula, charge and spin, kJ/mol: 129.0
M, g mol⁻¹: 94.11

The geometry in XYZ format:
```
16
C2H10N2O2 (ωB97M-V/def2-TZVPD)
N -1.17 0.00 3.18
C -0.39 1.25 3.28
O 0.78 1.20 2.55
H -1.41 -0.32 4.11
H -0.66 -0.74 2.72
H -1.00 2.10 2.96
H -0.18 1.33 4.36
H 0.63 1.45 1.63
N 0.78 -1.64 -2.45
C 0.74 -0.45 -3.26
O -0.37 0.37 -2.91
H -0.10 -1.86 -2.01
H 1.12 -2.43 -2.97
H 1.67 0.12 -3.25
H 0.57 -0.69 -4.33
H -1.02 0.32 -3.61
```

These are the Löwdin partial charges, in e, on atoms 1 to 5: N -0.005; C -0.363; O -0.050; H 0.054; H 0.059

***

(6)
Here is C4H6N2O in the gas phase from OMol25. Energies are from ωB97M-V/def2-TZVPD.

Gap between HOMO and LUMO (alpha / beta), eV: 7.24 / 7.22
Multiplicity: 1
HOMO energy (alpha / beta), eV: -7.668 / -7.661
LUMO (alpha / beta), eV: -0.43 / -0.44
Net charge: 0
Energy above the lowest of the compared OMol25 structures with the same formula, charge and spin, kJ/mol: 624.7
M, g mol⁻¹: 98.10

The geometry in XYZ format:
```
13
C4H6N2O (ωB97M-V/def2-TZVPD)
C 1.78 -0.47 0.12
C -0.56 0.69 -0.41
C -1.51 0.29 0.70
C 0.84 -1.31 -0.57
N 2.01 0.62 -0.79
N 1.10 0.83 0.16
O 0.48 -2.29 -1.07
H 2.46 -0.85 0.86
H -0.72 0.16 -1.35
H -0.62 1.75 -0.64
H -2.51 0.67 0.52
H -1.17 0.70 1.65
H -1.57 -0.80 0.81
```

These are the Löwdin partial charges, in e, on atoms 1 to 5: C -0.331; C -0.190; C -0.124; C -0.079; N 0.014

***

(7)
Here is C3H2O2S3 in the gas phase from OMol25. Energies are from ωB97M-V/def2-TZVPD.

SMILES string: O=C1SCOC(=S)S1
Gap between HOMO and LUMO, eV: 8.99
Multiplicity: 1
HOMO energy, eV: -9.581
LUMO, eV: -0.59
Net charge: 0
Energy above the lowest of the compared OMol25 structures with the same formula, charge and spin, kJ/mol: 121.5
M, g mol⁻¹: 166.25

The geometry in XYZ format:
```
10
C3H2O2S3 (ωB97M-V/def2-TZVPD)
O 0.48 2.96 0.79
C 0.24 1.77 0.76
S 1.00 0.36 1.71
C 0.17 -1.04 0.70
O 0.54 -1.18 -0.66
C -0.38 -0.37 -1.46
S -0.95 -0.75 -2.90
S -0.85 1.16 -0.71
H -0.94 -1.10 0.71
H 0.71 -1.80 1.07
```

These are the Löwdin partial charges, in e, on atoms 1 to 5: O -0.023; C -0.856; S 0.916; C -0.461; O -0.203

***

(8)
Here is C5H4N2O in the gas phase from OMol25. Energies are from ωB97M-V/def2-TZVPD.

SMILES string: [H]/N=C1/N=CC=C1C=O
Gap between HOMO and LUMO, eV: 8.09
Multiplicity: 1
HOMO energy, eV: -9.931
LUMO, eV: -1.84
Net charge: 0
Energy above the lowest of the compared OMol25 structures with the same formula, charge and spin, kJ/mol: 236.6
M, g mol⁻¹: 108.10

The geometry in XYZ format:
```
12
C5H4N2O (ωB97M-V/def2-TZVPD)
H 0.31 -0.04 -2.62
N -0.40 -0.67 -2.05
C -0.71 -0.43 -0.85
N -1.63 -1.15 -0.05
C -1.08 -1.01 1.20
C -0.03 -0.12 1.25
C 0.19 0.29 -0.01
C 1.25 1.21 -0.36
O 1.54 1.65 -1.43
H -1.75 -1.35 2.14
H 0.43 0.28 2.17
H 1.86 1.35 0.61
```

These are the Löwdin partial charges, in e, on atoms 1 to 5: H 0.139; N 0.220; C -0.434; N 0.130; C -0.105

***

(9)
Here is a molecular structure, C11H11BCl2FeN6O2 from OMol25. Energies are from ωB97M-V/def2-TZVPD.

Gap between HOMO and LUMO (alpha / beta), eV: 10.86 / 7.35
Multiplicity: 6
HOMO energy (alpha / beta), eV: -13.052 / -12.961
LUMO (alpha / beta), eV: -2.19 / -5.62
Net charge: +1
Energy above the lowest of the compared OMol25 structures with the same formula, charge and spin, kJ/mol: 0.0
M, g mol⁻¹: 396.81

The geometry in XYZ format:
```
34
C11H11BCl2FeN6O2 (ωB97M-V/def2-TZVPD)
Fe -0.41 0.50 0.41
C 0.03 0.29 4.59
C -0.67 -0.11 3.46
N -0.05 0.34 2.36
N 1.04 1.04 2.77
C 1.10 1.03 4.10
B 1.96 1.75 1.74
N 2.41 0.71 0.70
C 3.64 0.32 0.34
C 3.53 -0.66 -0.64
C 2.17 -0.82 -0.84
N 1.50 0.01 -0.03
N 1.09 2.82 1.01
C 1.18 4.15 1.01
C 0.15 4.67 0.25
C -0.56 3.56 -0.19
N 0.02 2.44 0.27
H -0.21 0.08 5.62
H -1.57 -0.69 3.38
H 1.89 1.53 4.62
H 2.89 2.26 2.27
H 4.51 0.76 0.81
H 4.33 -1.17 -1.14
H 1.65 -1.48 -1.51
H 1.98 4.64 1.55
H -0.05 5.70 0.04
H -1.44 3.51 -0.81
Cl -4.49 0.06 -2.00
C -4.25 -0.09 -0.27
Cl -4.54 -1.74 0.32
C -2.83 0.28 0.10
O -2.59 1.12 0.96
O -1.85 -0.32 -0.50
H -4.94 0.57 0.25
```

These are the Löwdin partial charges, in e, on atoms 1 to 5: Fe 1.186; C -0.013; C -0.079; N -0.050; N -0.013

***

(10)
Here is a molecular structure, Cl2H2O2P2 from OMol25. Energies are from ωB97M-V/def2-TZVPD.

Gap between HOMO and LUMO, eV: 10.99
Multiplicity: 1
HOMO energy, eV: -10.259
LUMO, eV: 0.74
Net charge: 0
Energy above the lowest of the compared OMol25 structures with the same formula, charge and spin, kJ/mol: 57.5
M, g mol⁻¹: 166.87

The geometry in XYZ format:
```
8
Cl2H2O2P2 (ωB97M-V/def2-TZVPD)
O -0.96 1.02 -1.49
O -1.54 -0.81 0.08
P -0.44 0.16 -0.45
P -3.09 -0.62 -0.71
Cl -3.59 1.19 -0.26
Cl -4.04 -1.50 0.80
H 0.68 -0.78 -0.90
H -0.18 0.86 0.67
```

These are the Löwdin partial charges, in e, on atoms 1 to 5: O -0.469; O -0.676; P 0.466; P 0.101; Cl 0.289

***

(11)
Here is 11 unconnected molecules or ions with the total composition C45H62F4O13 from OMol25. Energies are from ωB97M-V/def2-TZVPD.

SMILES string: COC(=O)OC.COC(=O)OC.COC(=O)OC.Fc1ccccc1.Fc1ccccc1.Fc1ccccc1.Fc1ccccc1.CC(C)=O.CC(C)=O.CC(C)=O.CC(C)=O
Gap between HOMO and LUMO, eV: 9.59
Multiplicity: 1
HOMO energy, eV: -9.167
LUMO, eV: 0.43
Net charge: 0
M, g mol⁻¹: 886.97

The geometry in XYZ format:
```
124
C45H62F4O13 (ωB97M-V/def2-TZVPD)
C 5.19 5.72 -1.38
O 5.68 4.34 -1.72
C 4.72 3.37 -1.79
O 3.52 3.48 -1.58
O 5.27 2.33 -2.35
C 4.42 1.16 -2.50
H 4.54 5.73 -0.45
H 4.65 6.11 -2.25
H 6.16 6.31 -1.30
H 3.80 1.03 -1.61
H 5.17 0.39 -2.46
H 3.89 1.29 -3.40
C -0.74 -1.59 -4.36
O -0.99 -1.29 -2.96
C 0.01 -0.75 -2.19
O 1.15 -0.59 -2.53
O -0.53 -0.61 -1.01
C 0.18 0.21 -0.04
H -0.09 -0.80 -4.75
H -1.75 -1.68 -4.85
H -0.06 -2.46 -4.45
H -0.64 0.65 0.57
H 0.71 1.07 -0.58
H 0.91 -0.34 0.50
C 1.46 -4.86 0.45
O 1.55 -4.05 -0.75
C 2.62 -4.28 -1.51
O 3.47 -5.10 -1.35
O 2.57 -3.47 -2.56
C 3.68 -3.51 -3.49
H 0.98 -4.25 1.20
H 2.41 -5.20 0.88
H 0.83 -5.72 0.28
H 4.67 -3.42 -3.05
H 3.49 -2.67 -4.19
H 3.60 -4.46 -4.10
F -4.58 -2.77 1.41
C -4.12 -1.58 1.85
C -4.29 -1.32 3.21
C -4.05 0.01 3.60
C -3.55 0.96 2.68
C -3.44 0.61 1.33
C -3.64 -0.69 0.89
H -4.70 -2.06 3.81
H -4.18 0.18 4.69
H -3.34 1.98 3.12
H -3.00 1.38 0.64
H -3.33 -1.02 -0.14
F 2.83 0.29 6.60
C 1.69 0.16 5.78
C 0.54 0.86 6.05
C -0.50 0.68 5.16
C -0.42 -0.10 4.04
C 0.80 -0.65 3.72
C 1.85 -0.51 4.60
H 0.57 1.50 6.93
H -1.45 1.18 5.43
H -1.31 -0.31 3.37
H 0.83 -1.24 2.80
H 2.90 -0.82 4.35
F -2.87 3.72 -1.46
C -1.83 3.26 -2.20
C -2.01 2.37 -3.25
C -0.95 1.99 -4.03
C 0.31 2.42 -3.74
C 0.54 3.31 -2.67
C -0.51 3.68 -1.83
H -3.00 2.04 -3.51
H -1.15 1.45 -4.92
H 1.11 2.18 -4.39
H 1.53 3.84 -2.47
H -0.43 4.30 -0.90
F -3.73 -3.91 -4.78
C -4.33 -2.81 -4.21
C -4.72 -2.79 -2.88
C -5.32 -1.64 -2.45
C -5.49 -0.50 -3.13
C -5.05 -0.55 -4.48
C -4.47 -1.70 -5.04
H -4.68 -3.80 -2.30
H -5.66 -1.65 -1.47
H -5.92 0.34 -2.64
H -5.15 0.36 -5.11
H -4.14 -1.72 -6.09
C -2.82 5.30 4.27
C -2.54 4.20 5.23
C -1.61 4.43 6.37
O -2.90 3.06 5.09
H -1.98 5.64 3.69
H -3.25 6.17 4.81
H -3.67 5.03 3.52
H -0.53 4.33 6.11
H -1.88 3.74 7.16
H -1.64 5.41 6.83
C -1.22 -4.97 -2.86
C -0.96 -6.32 -2.22
C -2.13 -6.99 -1.55
O 0.16 -6.76 -2.30
H -1.81 -5.23 -3.71
H -0.29 -4.46 -3.19
H -1.71 -4.32 -2.13
H -2.05 -8.09 -1.46
H -3.11 -6.74 -2.07
H -2.08 -6.48 -0.60
C 1.25 3.17 3.76
C 0.96 4.57 3.26
C 1.36 4.91 1.84
O 0.37 5.32 3.97
H 1.19 3.19 4.84
H 2.25 2.91 3.47
H 0.54 2.39 3.45
H 2.41 4.52 1.59
H 1.32 5.97 1.79
H 0.62 4.46 1.13
C 3.38 -1.56 0.36
C 4.80 -1.72 -0.06
C 5.49 -3.01 0.13
O 5.38 -0.88 -0.79
H 2.77 -1.70 -0.58
H 3.30 -0.50 0.61
H 3.05 -2.18 1.20
H 5.93 -2.97 1.11
H 6.20 -3.09 -0.63
H 4.76 -3.82 0.22
```

These are the Löwdin partial charges, in e, on atoms 1 to 5: C -0.009; O -0.029; C -0.608; O 0.065; O 0.019

***

(12)
Here is a gas-phase ion, C7H11BrNO (charge +1) from OMol25. Energies are from ωB97M-V/def2-TZVPD.

SMILES string: C[C@@]1([NH3+])C=CC=C[C@]1(O)Br
Gap between HOMO and LUMO, eV: 8.84
Multiplicity: 1
HOMO energy, eV: -13.338
LUMO, eV: -4.50
Net charge: +1
Energy above the lowest of the compared OMol25 structures with the same formula, charge and spin, kJ/mol: 137.3
M, g mol⁻¹: 205.08

The geometry in XYZ format:
```
21
C7H11BrNO (ωB97M-V/def2-TZVPD)
C 0.12 1.86 0.99
C 0.12 0.71 -0.03
N -0.45 1.18 -1.34
C 1.49 0.16 -0.34
C 1.64 -1.13 -0.56
C 0.71 -2.18 -0.31
C -0.54 -1.78 0.02
C -0.83 -0.41 0.59
O -1.06 -0.45 1.82
Br -3.00 0.04 -0.26
H -0.74 2.34 1.27
H 0.92 2.53 0.76
H 0.50 1.32 1.93
H -0.45 0.39 -1.99
H -0.10 2.08 -1.83
H -1.53 1.24 -1.30
H 2.37 0.78 -0.45
H 2.57 -1.48 -0.93
H 0.93 -3.31 -0.47
H -1.31 -2.47 0.22
H -1.36 -1.42 2.21
```

These are the Löwdin partial charges, in e, on atoms 1 to 5: C 0.010; C -0.411; N 0.164; C -0.011; C -0.082

***

These records have total energy values of -155517.2611, -39591.5997, -80527.2518, -18178.1513, -9310.2325, -9267.0271, -39742.0668, -10274.3103, -84726.2135, -47751.8601, -85155.0050, -81008.4365 eV, in the order they appear.
These records have maximum force values of 6.209, 3.050, 3.623, 5.463, 1.966, 2.620, 3.903, 6.906, 0.464, 2.587, 3.319, 5.324 eV/A, in the order they appear.